(1)
The following is a quantum chemistry calculation of an isolated molecule of C3H2OS3 at a distorted geometry, from the Open Molecules 2025 dataset.

Each line ends with the natural charge from an NBO analysis.
Atoms and positions in Å:
C -0.822 -1.083 0.185  -0.185
H -0.999 -1.223 1.282  0.214
S 0.283 2.861 -0.023  0.153
S -1.593 0.546 -0.249  0.282
C 1.116 0.136 -0.197  0.138
H -1.293 -1.760 -0.490  0.218
O 0.506 -1.026 -0.210  -0.466
S 2.749 0.286 -0.123  0.054
C 0.052 1.263 -0.177  -0.407

Cartesian forces, eV/Å:
-1.449 1.301 0.140
0.538 -0.334 -1.050
0.259 -0.812 -0.256
1.691 0.088 0.231
0.590 1.665 0.480
-0.409 -1.047 0.209
0.694 -1.353 0.259
-1.464 0.085 -0.258
-0.450 0.407 0.246

Values from the calculation:
SMILES string = S=C1OCSC1=S
orbital gap = 7.50 eV
E_LUMO = -1.63 eV
energy relative to the best compared isomer or geometry (same formula, charge and spin) = 130.44 kJ/mol
HOMO = -9.135 eV

(2)
The following is a quantum chemistry calculation of an isolated molecule of C3H2S at a distorted geometry, from the Open Molecules 2025 dataset.

Each line ends with the natural charge from an NBO analysis.
Atoms and positions in Å:
C 1.491 0.113 0.016  -0.052
H -1.913 0.862 -0.048  0.228
S 3.184 0.002 0.040  0.066
C 0.193 -0.016 0.009  -0.169
H -1.776 -0.977 -0.085  0.217
C -1.179 0.016 0.068  -0.289

Cartesian forces, eV/Å:
1.808 -0.887 0.131
1.511 -0.341 0.494
-4.543 0.434 -0.091
-0.957 0.955 0.362
1.428 1.605 0.654
0.753 -1.766 -1.549

Values from the calculation:
SMILES string = C=C=C=S
orbital gap = 6.82 eV
E_LUMO = -1.82 eV
energy relative to the best compared isomer or geometry (same formula, charge and spin) = 67.42 kJ/mol
HOMO = -8.642 eV

(3)
The following is a quantum chemistry calculation of a cluster of 12 separate species, C3H30N2O12S in total at a distorted geometry, from the Open Molecules 2025 dataset.

Each line ends with the natural charge from an NBO analysis.
Atoms and positions in Å:
H 0.843 3.474 -0.877  0.369
S 3.655 0.594 1.098  -0.116
H -4.960 -0.628 1.388  0.471
H -0.418 0.250 -2.135  0.465
H -3.980 -1.189 0.398  0.467
H -3.121 4.045 0.739  0.459
H -1.762 -3.995 1.128  0.467
H 2.591 2.823 1.654  0.223
H 2.749 -2.338 0.757  0.482
H -1.350 -1.543 -2.831  0.500
O -1.679 -3.370 1.910  -0.946
H -3.667 2.912 -0.055  0.476
H 1.993 2.612 -1.655  0.367
O -0.382 -0.023 -3.021  -0.992
H -1.165 1.484 -0.700  0.415
H -1.539 0.675 0.867  0.419
O -0.786 -2.079 -0.010  -1.011
H 1.689 -1.693 -0.174  0.498
C 0.383 1.050 0.783  0.664
H 1.682 -0.939 4.507  0.479
H 3.388 2.714 0.301  0.213
N -0.858 1.203 0.224  -0.862
H 2.645 -0.244 1.516  0.203
H 0.201 -2.743 -1.288  0.483
H 1.035 -3.546 -2.379  0.482
H 2.241 1.527 -3.652  0.468
C 2.706 2.168 0.853  -0.514
H 1.904 0.739 -0.627  0.265
H -1.351 -2.179 -0.845  0.511
O -2.146 -1.796 -2.467  -0.961
H 0.894 -1.492 3.266  0.471
O 1.035 -2.696 -1.795  -0.987
H 2.733 -0.013 -3.734  0.503
O 2.224 0.759 -3.111  -0.947
H -0.305 -1.160 -0.007  0.496
O -4.960 -0.937 0.521  -0.909
O 1.394 -1.689 3.944  -0.948
H 0.342 0.605 -3.509  0.515
O -3.484 1.183 -0.190  -0.975
N 1.186 2.548 -1.056  -0.852
O 2.384 -1.575 0.482  -0.953
H -3.884 0.311 -0.240  0.487
H -1.434 -2.559 1.642  0.475
O -3.866 3.816 0.201  -0.947
O 0.254 0.480 1.875  -0.657
H -3.887 1.451 0.773  0.479
C 1.562 1.664 0.006  -0.180
H -2.698 -0.999 -2.540  0.484

Cartesian forces, eV/Å:
-0.026 0.233 0.687
0.758 1.192 1.626
-0.327 0.718 2.576
0.359 0.884 1.812
-2.234 -0.284 0.438
0.632 0.508 0.522
0.376 1.733 1.506
-1.172 0.433 1.979
1.464 -4.491 1.118
3.119 1.126 -1.698
-2.216 -6.243 1.311
-0.115 0.120 -0.663
-0.027 0.156 -0.197
1.984 1.677 -4.007
0.372 0.236 0.343
1.213 1.461 -1.921
0.620 2.367 -1.314
0.502 -0.970 -0.095
-2.291 0.775 0.626
-0.757 -0.561 -1.279
1.215 0.966 -1.910
-1.305 -1.308 0.541
0.705 1.292 -0.016
0.669 -0.203 -0.041
0.099 2.374 1.635
0.324 1.201 -0.936
0.487 -3.487 -0.317
-0.109 1.463 1.390
0.442 1.110 1.161
-3.586 -1.056 1.757
-3.932 2.470 -5.237
-0.196 -2.541 -1.955
-2.144 3.288 2.722
2.203 -4.256 -2.079
-1.738 -2.397 -0.284
2.528 -1.475 -2.657
4.743 -1.864 6.446
-2.373 -2.475 2.337
-1.298 1.026 3.743
-0.955 0.068 -1.101
-2.520 3.299 -1.655
-0.614 0.020 -0.553
1.439 3.884 -2.002
-0.487 0.037 -0.092
2.630 0.176 -0.315
1.448 -0.839 -3.382
-0.166 -1.390 -0.529
0.255 -0.455 -0.044

Values from the calculation:
SMILES string = NC(=O)[C@@H](N)CS.O.O.O.O.O.O.O.O.O.O.O
orbital gap = 7.77 eV
E_LUMO = -0.30 eV
energy relative to the best compared isomer or geometry (same formula, charge and spin) = 518.75 kJ/mol
HOMO = -8.070 eV

(4)
The following is a quantum chemistry calculation of a cluster of 13 separate species, C3H31NO14 in total at a distorted geometry, from the Open Molecules 2025 dataset.

Each line ends with the Löwdin spin population.
Atoms and positions in Å:
O 0.153 -0.149 -2.954  0.003
C -3.138 -0.434 0.817  0.096
H 3.846 -0.381 -2.062  0.000
H 1.055 -0.143 -2.691  0.000
O 4.146 -0.727 -1.243  0.000
H 2.245 1.279 3.278  0.000
H -4.242 -1.841 -0.248  0.019
O 1.646 -1.928 3.520  0.000
O 1.996 0.552 2.644  0.000
O -1.458 -0.313 3.633  0.013
O -1.491 1.843 -2.643  0.001
H -1.305 -1.122 0.844  0.001
O 1.193 3.250 -0.640  0.001
H -1.310 2.145 -0.739  0.000
H -2.100 -0.618 2.708  -0.001
H 3.733 -0.231 -0.628  0.000
C -2.025 -2.408 -1.576  -0.019
H -0.090 -1.030 -2.861  0.000
O 1.085 -3.039 0.614  0.000
H 0.708 -2.080 0.686  0.000
H 1.930 -2.823 3.349  0.000
H 0.892 -3.387 -0.197  0.000
H 3.922 1.957 0.031  0.000
H 2.262 2.378 -2.070  0.000
H 2.645 1.685 -3.245  0.000
H -0.213 0.683 1.629  0.000
H 0.806 -1.737 3.168  0.000
H -1.305 -0.896 4.199  0.000
H -4.085 0.110 -0.821  0.025
H -1.278 2.707 -2.815  0.000
H 1.780 2.621 -0.147  0.000
O -2.152 -1.369 1.321  0.078
H -2.671 0.523 0.636  0.005
O -1.161 2.725 0.116  0.003
O 3.097 1.496 0.203  0.000
H -2.241 -0.395 -2.087  0.006
O -0.229 0.333 0.642  0.001
H -2.408 -3.289 -1.033  0.000
H 0.691 0.737 0.429  0.000
C -3.605 -0.920 -0.560  0.128
O 2.581 1.391 -2.381  0.000
N -2.638 -1.183 -1.606  0.354
O -1.078 -2.609 -2.349  0.284
H 3.177 0.903 1.010  0.000
H 0.242 3.269 -0.377  0.000
H 1.927 -0.283 2.963  0.000
H -0.822 1.889 0.789  0.000
H -0.796 1.307 -2.849  0.000
H -3.915 -0.448 1.593  0.002

Cartesian forces, eV/Å:
-0.461 1.799 -0.348
2.613 -1.073 1.662
-0.287 0.610 -1.073
1.672 0.735 0.418
2.535 -3.523 -2.123
-0.470 -1.857 -0.641
0.880 1.462 -1.372
1.680 0.501 1.093
0.422 6.130 -2.095
-4.158 8.167 -11.721
-4.506 -0.879 2.085
-0.649 -0.162 0.963
1.192 -0.033 -0.569
0.299 1.729 1.859
3.334 0.208 4.824
-2.118 2.715 3.032
1.864 -1.556 -2.917
-0.825 -2.641 -0.151
-0.393 3.984 4.046
1.257 -2.734 -0.612
-0.252 -0.319 -0.399
-0.787 -1.152 -3.469
0.247 -0.167 0.154
0.513 -3.384 0.249
0.626 0.055 -3.532
-0.015 -1.810 -1.686
-1.840 -0.433 -0.636
1.517 -8.497 7.497
-0.173 -2.166 -0.203
0.755 3.291 -0.771
-1.030 0.720 -0.089
-0.365 0.945 -1.646
-0.026 0.511 0.426
-0.256 -4.738 0.839
-0.273 -1.237 1.556
0.545 0.615 -0.752
2.652 1.648 2.719
-0.391 0.875 0.477
-1.610 -1.189 -0.286
-1.951 0.602 -1.584
-1.518 3.306 2.777
-1.997 -0.478 3.758
-0.998 0.443 1.391
0.028 1.386 -0.883
0.825 -0.373 0.372
0.314 -3.983 2.556
-1.659 4.019 -3.195
3.491 -2.392 -1.108
-0.252 0.316 -0.892

Values from the calculation:
orbital gap (alpha / beta) = 8.80 / 3.53 eV
total charge = +1
E_LUMO (alpha / beta) = -4.31 / -9.57 eV
<S²> = 0.77
multiplicity = 2
HOMO (alpha / beta) = -13.105 / -13.103 eV

(5)
The following is a quantum chemistry calculation of a cluster of 14 separate species, C3H31NO16 in total at a distorted geometry, from the Open Molecules 2025 dataset.

Each line ends with the natural charge from an NBO analysis.
Atoms and positions in Å:
H -3.946 0.473 3.067  0.511
H -1.628 -1.371 0.667  0.444
H 1.492 -3.098 -3.476  0.486
H 0.255 0.566 1.160  0.227
O 0.765 -2.784 -4.020  -0.941
O -2.007 -1.386 -1.664  -1.036
H -0.077 4.671 -1.378  0.484
H 0.250 -0.946 -1.464  0.504
O 0.085 -4.168 -0.285  -1.016
O -1.305 -3.766 -2.641  -1.005
O 2.212 3.107 -0.949  -1.033
H -0.962 1.062 2.249  0.251
H -0.044 -3.632 1.536  0.482
O -3.196 0.662 2.496  -0.723
O 2.370 -2.874 -0.337  -0.960
H -2.888 2.266 -0.844  0.494
H -1.751 1.590 -1.612  0.502
H 0.516 -1.889 -3.768  0.498
H 0.873 -3.563 -0.378  0.508
H 2.937 1.870 -1.849  0.516
C 0.153 -0.901 2.672  0.441
H 0.273 -4.994 0.162  0.497
O 2.924 4.340 1.324  -0.967
N -1.689 -0.527 1.233  -0.632
H 0.715 -3.341 2.845  0.476
O -0.298 4.052 -0.667  -1.008
H -1.048 3.490 -1.015  0.511
O 2.985 1.056 -2.417  -1.008
O 0.613 5.397 1.994  -0.960
H 2.502 -2.095 0.224  0.501
H 1.255 3.292 -0.805  0.497
H 1.532 -0.066 -2.145  0.537
O 1.242 -1.357 2.402  -0.553
H 0.240 4.870 2.709  0.479
O -0.127 -3.654 2.508  -0.975
H 2.263 4.831 1.878  0.504
H 3.769 1.201 -2.946  0.475
H -0.390 -1.359 3.510  0.142
C -2.974 -0.368 1.650  0.871
C -0.526 0.147 1.839  -0.348
H 2.621 3.458 -0.115  0.503
O 1.156 -0.892 -1.783  -1.044
O -2.196 2.444 -1.502  -0.943
H 2.059 -2.456 -1.168  0.498
H 3.166 5.122 0.794  0.467
H 0.100 5.133 1.208  0.508
H -2.952 -1.516 -1.509  0.486
H -1.795 -2.213 -2.188  0.500
O -3.899 -0.998 1.179  -0.642
H -0.940 -3.981 -1.761  0.504
H -0.592 -3.371 -3.208  0.490

Cartesian forces, eV/Å:
-0.337 -0.131 -0.350
0.445 0.391 -0.144
0.056 0.465 0.117
-0.767 -0.769 -0.312
-0.340 -0.344 -0.763
-0.024 -0.316 -0.369
-0.157 -0.114 0.148
-0.191 0.929 -0.300
-0.650 0.854 -0.331
-0.210 0.502 -0.310
0.073 0.438 0.717
0.342 -0.499 0.988
-0.081 -0.019 0.400
1.077 0.403 0.667
-0.085 0.344 -0.502
0.157 0.080 -0.253
-0.182 -0.002 -0.109
0.693 0.175 0.365
-0.016 -1.225 0.735
-0.544 -0.489 -0.177
0.638 -0.173 0.878
0.576 -0.048 -0.065
0.167 1.664 0.332
0.213 0.229 0.160
0.140 0.028 -0.098
-0.347 0.192 -0.221
0.398 0.419 0.277
0.154 0.539 0.325
-0.645 0.055 0.086
-0.064 -0.176 0.087
0.561 -0.213 -0.181
-0.400 0.117 0.373
-0.066 0.704 -0.235
-0.056 0.118 0.012
-0.344 -0.454 -0.184
-0.005 -1.056 -0.321
0.089 -0.257 -0.297
-0.361 0.249 -0.032
-1.001 0.002 -1.044
-0.229 0.471 -1.100
-0.456 -0.462 -0.581
0.425 -0.995 -0.183
-0.223 -0.502 0.266
0.472 0.294 0.336
0.494 -0.543 -0.078
0.265 -0.068 0.082
0.066 0.270 0.242
-0.040 0.220 0.413
0.325 -0.299 0.360
0.258 -0.056 -0.358
-0.261 -0.941 0.530

Values from the calculation:
orbital gap = 10.03 eV
E_LUMO = -0.12 eV
energy relative to the best compared isomer or geometry (same formula, charge and spin) = 141.31 kJ/mol
HOMO = -10.150 eV